Density functional theory data (the ωB97M-V functional and the def2-TZVPD basis) for the molecule C20H22BrN3O3 at a distorted geometry.

CARTESIAN COORDINATES (ANGSTROEM)
1 C -0.539 1.368 2.921
2 C 0.076 0.627 1.772
3 N -0.250 0.689 0.546
4 N -1.245 1.467 0.062
5 C -1.375 1.613 -1.282
6 O -0.632 1.124 -2.099
7 C -2.562 2.505 -1.666
8 O -3.595 2.533 -0.706
9 C -4.371 1.418 -0.552
10 C -5.456 1.554 0.315
11 C -6.300 0.491 0.553
12 C -6.059 -0.719 -0.079
13 C -4.986 -0.871 -0.937
14 C -4.138 0.197 -1.175
15 H -3.300 0.056 -1.839
16 H -4.806 -1.819 -1.421
17 Br -7.221 -2.193 0.245
18 H -7.140 0.599 1.221
19 H -5.622 2.508 0.789
20 H -2.205 3.537 -1.736
21 H -2.929 2.200 -2.652
22 H -1.879 1.972 0.679
23 C 1.235 -0.264 2.082
24 H 1.325 -0.440 3.152
25 H 1.125 -1.221 1.566
26 C 2.574 0.320 1.580
27 O 3.555 0.355 2.289
28 N 2.520 0.760 0.316
29 H 1.645 0.652 -0.186
30 C 3.693 1.088 -0.456
31 H 4.552 0.985 0.211
32 H 3.631 2.125 -0.805
33 C 3.817 0.137 -1.656
34 C 3.792 -1.285 -1.172
35 C 2.595 -1.989 -1.122
36 C 2.555 -3.271 -0.604
37 C 3.711 -3.865 -0.128
38 C 4.908 -3.172 -0.176
39 C 4.947 -1.890 -0.692
40 H 5.883 -1.349 -0.722
41 H 5.814 -3.631 0.194
42 H 3.679 -4.866 0.278
43 H 1.618 -3.808 -0.570
44 H 1.689 -1.530 -1.494
45 H 2.982 0.315 -2.336
46 H 4.749 0.351 -2.181
47 H -1.166 2.199 2.602
48 H 0.253 1.755 3.559
49 H -1.145 0.684 3.516

Atomic forces in eV per Å
C -0.10 0.07 -0.26
C -0.52 0.21 -0.04
N 0.29 -0.53 -0.28
N -0.33 0.44 0.93
C -0.21 0.12 -0.04
O 0.01 0.04 -0.22
C 0.15 -0.01 -0.30
O -0.03 0.13 0.17
C -0.30 -0.24 0.11
C 0.26 0.09 -0.15
C 0.02 -0.12 -0.05
C -0.10 -0.25 -0.01
C -0.24 -0.07 0.14
C 0.17 0.34 -0.03
H 0.09 -0.01 -0.10
H 0.01 -0.07 -0.03
Br 0.13 0.16 -0.04
H -0.06 0.01 0.04
H -0.03 0.12 0.05
H -0.02 -0.17 -0.04
H 0.10 -0.04 0.14
H 0.14 -0.19 -0.22
C 0.48 -0.08 -0.03
H 0.07 0.00 -0.07
H -0.09 -0.03 0.06
C -0.59 -0.07 0.34
O 0.43 -0.09 0.26
N -0.01 0.26 -0.57
H 0.05 -0.01 0.14
C 0.17 0.10 -0.06
H -0.07 0.07 -0.10
H 0.10 -0.07 0.06
C 0.01 0.05 0.29
C 0.03 0.04 -0.19
C 0.05 -0.04 -0.04
C -0.10 -0.07 0.03
C 0.01 -0.10 0.05
C 0.08 -0.06 0.05
C -0.05 0.00 -0.04
H 0.11 0.07 0.00
H 0.07 -0.04 0.03
H 0.00 -0.08 0.02
H -0.07 -0.04 -0.01
H -0.10 0.07 -0.05
H 0.04 0.01 -0.08
H -0.03 0.03 -0.08
H -0.03 0.05 0.05
H 0.02 0.04 0.07
H -0.02 -0.02 0.07

Calculated values
- Spin multiplicity: 1
- Orbital gap: 9.3 eV
- Lowest unoccupied orbital energy: 0.4 eV
- SMILES string: C/C(CC(=O)NCCc1ccccc1)=N\NC(=O)COc1ccc(Br)cc1

Atom charges from the Löwdin analysis, given in e for atoms 1 to 5: C 0.00; C -0.32; N 0.09; N 0.08; C -0.48



Density functional theory data (the ωB97M-V functional and the def2-TZVPD basis) for a structure of composition C20H22BrN4O4PtS2Sb at a distorted geometry.

CARTESIAN COORDINATES (ANGSTROEM)
1 Pt -0.216 0.195 0.917
2 O -3.053 0.574 2.553
3 S -2.089 1.538 2.197
4 O -2.292 2.917 2.682
5 O -0.622 1.247 2.714
6 O -1.738 1.609 0.712
7 N -0.761 -1.539 -2.916
8 C 0.145 -0.953 -3.835
9 C 0.340 -1.537 -5.075
10 C 1.233 -0.958 -5.968
11 C 1.939 0.179 -5.610
12 C 1.753 0.751 -4.358
13 C 0.841 0.191 -3.481
14 S 0.464 0.975 -1.949
15 N -0.078 -0.385 -1.023
16 C -0.784 -1.333 -1.593
17 C -1.671 -2.243 -0.790
18 C -2.362 -3.310 -1.353
19 C -3.222 -4.041 -0.547
20 C -3.368 -3.685 0.782
21 C -2.618 -2.622 1.264
22 N -1.780 -1.933 0.499
23 H -1.330 -2.282 -3.283
24 H -0.199 -2.437 -5.345
25 H 1.376 -1.404 -6.942
26 H 2.641 0.623 -6.303
27 H 2.303 1.640 -4.075
28 H -2.261 -3.600 -2.389
29 H -3.773 -4.875 -0.960
30 H -4.042 -4.220 1.436
31 H -2.701 -2.302 2.296
32 Br 3.282 0.555 0.419
33 C 2.617 -0.902 1.377
34 C 3.542 -1.802 1.881
35 C 3.097 -2.913 2.572
36 C 1.732 -3.096 2.725
37 C 0.877 -2.167 2.179
38 N 1.297 -1.070 1.512
39 H 4.595 -1.623 1.719
40 H 3.806 -3.624 2.975
41 H 1.325 -3.943 3.257
42 H -0.192 -2.272 2.267
43 C 1.868 3.521 1.813
44 Sb -0.220 3.563 2.142
45 C -1.022 4.583 0.492
46 C -0.423 4.696 3.898
47 H 2.012 4.607 1.816
48 H 2.111 3.092 0.848
49 H 2.410 3.047 2.624
50 H -1.149 5.615 0.823
51 H -1.977 4.146 0.221
52 H -0.317 4.520 -0.333
53 H 0.069 5.648 3.686
54 H 0.068 4.210 4.738
55 H -1.482 4.829 4.093

Atomic forces in eV per Å
Pt 1.05 0.24 -0.17
O 0.03 0.01 0.22
S -0.45 -0.75 -0.48
O 0.11 0.15 -0.26
O 0.35 0.49 -0.09
O -0.32 -0.23 0.12
N -0.09 0.21 0.08
C 0.08 0.01 -0.05
C 0.05 0.00 0.05
C 0.00 0.02 0.01
C 0.00 -0.02 -0.02
C 0.02 -0.04 0.03
C 0.06 -0.03 -0.03
S -0.06 0.03 -0.07
N -0.38 -0.19 0.14
C 0.13 -0.09 -0.01
C 0.19 -0.03 0.07
C 0.03 0.07 0.04
C 0.00 -0.01 0.03
C -0.01 -0.05 -0.02
C 0.00 -0.01 -0.07
N -0.31 0.03 -0.04
H -0.04 0.03 0.01
H 0.00 0.00 0.00
H 0.01 0.00 0.00
H -0.01 0.01 -0.01
H 0.01 0.00 0.01
H 0.01 -0.02 0.00
H -0.01 0.01 0.00
H 0.00 0.01 0.00
H 0.00 -0.01 0.00
Br -0.05 0.11 -0.11
C 0.14 -0.12 -0.15
C -0.02 -0.08 0.06
C 0.01 0.05 -0.04
C -0.02 0.05 -0.04
C -0.08 -0.03 0.17
N -0.29 -0.06 -0.02
H 0.00 0.03 0.02
H 0.00 0.00 0.00
H 0.00 0.00 -0.01
H 0.00 0.01 0.01
C -0.32 -0.34 0.02
Sb -0.19 0.65 0.71
C 0.08 -0.07 -0.01
C 0.20 -0.07 -0.11
H 0.17 -0.03 -0.01
H -0.01 0.01 0.00
H 0.01 0.00 0.01
H -0.01 0.01 -0.05
H -0.01 -0.01 0.03
H -0.02 0.02 -0.02
H -0.03 0.03 0.10
H 0.00 -0.03 -0.01
H 0.00 0.05 0.00

Calculated values
- Spin multiplicity: 1
- Orbital gap: 6.0 eV
- Net charge: +2
- Lowest unoccupied orbital energy: -7.1 eV

Atom charges from the Löwdin analysis, given in e for atoms 1 to 5: Pt 1.08; O -0.19; S 0.34; O -0.36; O -0.51



Density functional theory data (the ωB97M-V functional and the def2-TZVPD basis) for the molecule C20H22ClN3O2S at a distorted geometry.

CARTESIAN COORDINATES (ANGSTROEM)
1 O -0.394 -0.934 2.524
2 Cl -2.716 -7.454 1.248
3 O -4.063 -0.593 -4.368
4 S -2.846 -2.992 -1.879
5 C -1.448 -1.513 0.589
6 C -1.936 -4.976 2.078
7 C -2.710 -5.089 -0.158
8 C -1.627 -3.614 1.929
9 C -1.121 1.220 -1.762
10 C -1.601 0.696 -2.945
11 C -2.447 -5.705 1.023
12 C -2.453 -3.710 -0.330
13 C -2.134 -1.387 -1.881
14 C -1.847 -2.958 0.722
15 C -1.613 -0.857 -0.701
16 C -1.125 0.415 -0.607
17 C -2.125 -0.591 -3.029
18 N -0.686 0.592 0.696
19 N 2.601 2.444 1.120
20 N -0.917 -0.641 1.427
21 C -2.683 -0.988 -4.347
22 C 4.529 1.475 2.371
23 C 2.510 4.689 0.149
24 C 4.041 2.048 1.053
25 C 2.296 3.884 1.415
26 C 0.194 1.695 1.132
27 C 1.600 1.487 0.579
28 H -4.559 -1.102 -3.711
29 H -1.762 -5.495 3.038
30 H -3.095 -5.621 -1.007
31 H -1.184 -3.102 2.791
32 H -0.749 2.199 -1.718
33 H -1.590 1.327 -3.840
34 H -2.133 -0.500 -5.175
35 H -2.621 -2.070 -4.438
36 H 4.400 2.230 3.161
37 H 5.578 1.299 2.290
38 H 4.029 0.576 2.633
39 H 2.171 5.709 0.315
40 H 3.571 4.691 -0.127
41 H 1.879 4.314 -0.685
42 H 4.670 2.888 0.828
43 H 4.240 1.332 0.271
44 H 2.996 4.222 2.174
45 H 1.329 4.065 1.823
46 H 0.232 1.802 2.223
47 H -0.210 2.620 0.751
48 H 1.923 0.482 0.872
49 H 1.606 1.490 -0.519

Atomic forces in eV per Å
O 0.05 1.17 0.89
Cl 0.06 1.09 -0.30
O -0.08 0.10 -0.66
S -0.36 -0.35 -0.72
C -1.66 -0.60 -2.61
C 0.37 0.18 0.96
C -0.13 1.47 -1.41
C 0.05 -1.15 0.72
C -0.12 -0.59 0.61
C 0.23 0.62 0.55
C 0.17 -0.85 1.07
C 0.91 0.49 1.11
C 0.03 0.33 -0.11
C 0.24 0.74 0.67
C -0.47 -1.74 0.96
C 0.37 0.43 0.04
C 0.64 -0.14 0.27
N -0.16 0.45 0.37
N -0.22 -0.20 0.66
N 1.08 -0.65 -1.63
C -0.68 -0.50 0.52
C -0.07 1.36 0.04
C -0.61 0.47 -0.31
C -1.55 0.09 0.81
C 1.56 -1.67 -1.53
C 0.34 -0.74 0.21
C 1.41 0.64 0.48
H 0.31 0.07 -0.14
H -0.04 0.49 -0.65
H -0.18 -0.31 -0.17
H -0.24 -0.02 -0.60
H 0.49 1.25 -0.04
H -0.01 -0.29 0.33
H -0.60 -0.22 0.39
H 0.15 -0.20 -0.43
H -0.11 -0.34 -0.10
H 0.90 -0.36 0.04
H -0.51 -0.79 0.31
H 0.23 0.35 -0.07
H -0.35 0.01 -0.15
H 0.53 -0.01 0.41
H 0.10 0.76 -0.28
H -0.34 -0.29 -0.50
H 0.16 -0.05 0.19
H -0.94 -0.35 0.25
H -0.18 -0.46 -0.22
H -0.48 0.22 -0.20
H -0.01 0.05 0.06
H -0.31 0.06 -0.11

Calculated values
- Spin multiplicity: 1
- Orbital gap: 7.8 eV
- Lowest unoccupied orbital energy: 0.2 eV

Atom charges from the Löwdin analysis, given in e for atoms 1 to 5: O -0.04; Cl 0.63; O -0.06; S 1.09; C -0.05



Density functional theory data (the ωB97M-V functional and the def2-TZVPD basis) for the molecule C20H22FN3O2.

CARTESIAN COORDINATES (ANGSTROEM)
1 O -0.849 0.627 2.717
2 C 0.318 0.378 2.486
3 N 0.740 -0.832 2.069
4 H 1.725 -0.983 1.909
5 C -0.126 -1.982 1.938
6 C -0.196 -2.452 0.479
7 O 0.464 -3.411 0.118
8 N -0.995 -1.768 -0.361
9 C -1.720 -0.548 -0.097
10 H -2.758 -0.687 -0.422
11 C -1.098 0.605 -0.907
12 N -1.102 0.293 -2.319
13 C -2.094 0.795 -3.142
14 C -2.777 0.065 -4.123
15 C -3.712 0.634 -4.965
16 C -4.023 1.975 -4.849
17 C -3.374 2.730 -3.886
18 C -2.430 2.155 -3.062
19 H -1.916 2.775 -2.344
20 H -3.597 3.781 -3.782
21 H -4.759 2.421 -5.499
22 H -4.197 0.003 -5.693
23 F -2.561 -1.271 -4.279
24 C -0.415 -0.953 -2.578
25 H 0.629 -0.816 -2.268
26 C -1.008 -2.115 -1.770
27 H -2.039 -2.306 -2.083
28 H -0.415 -3.020 -1.906
29 H -0.424 -1.181 -3.641
30 H -0.061 0.751 -0.583
31 H -1.659 1.515 -0.710
32 H -1.718 -0.286 0.958
33 H -1.107 -1.718 2.336
34 H 0.287 -2.815 2.515
35 C 1.423 1.426 2.594
36 C 2.712 0.853 3.104
37 C 2.865 0.582 4.459
38 C 4.035 0.021 4.937
39 C 5.069 -0.278 4.065
40 C 4.928 -0.012 2.714
41 C 3.755 0.548 2.237
42 H 3.654 0.759 1.181
43 H 5.731 -0.241 2.030
44 H 5.983 -0.715 4.438
45 H 4.141 -0.183 5.992
46 H 2.058 0.814 5.139
47 H 1.562 1.858 1.599
48 H 1.054 2.212 3.255

Atomic forces in eV per Å
O -0.31 0.20 0.19
C 0.29 0.23 -0.07
N 0.15 -0.39 -0.18
H -0.05 0.08 0.10
C -0.10 -0.19 -0.04
C -0.04 0.00 0.50
O 0.28 -0.24 0.06
N -0.26 -0.01 -0.35
C 0.06 0.48 0.16
H 0.04 0.04 0.03
C -0.33 -0.11 0.34
N 0.28 -0.06 0.03
C -0.18 0.12 -0.34
C -0.07 0.03 0.00
C 0.06 0.01 0.05
C 0.00 -0.04 -0.03
C -0.07 0.05 0.03
C -0.07 -0.08 -0.05
H 0.09 0.03 0.06
H -0.01 0.10 0.01
H -0.07 0.04 -0.07
H -0.03 -0.09 -0.06
F 0.02 0.14 0.11
C -0.01 -0.38 -0.09
H -0.03 -0.07 -0.02
C 0.32 -0.14 -0.34
H 0.04 0.03 0.00
H -0.10 0.09 0.00
H 0.04 0.04 0.07
H -0.04 0.03 0.06
H 0.06 0.00 -0.01
H -0.02 -0.09 -0.03
H 0.12 -0.01 -0.02
H -0.12 0.09 -0.15
C -0.18 0.00 0.08
C 0.18 0.11 -0.05
C 0.01 0.02 -0.05
C -0.03 -0.01 0.07
C 0.09 -0.03 -0.03
C 0.11 -0.08 0.00
C -0.08 0.08 0.03
H -0.03 0.04 -0.10
H 0.07 -0.02 -0.05
H 0.08 -0.03 0.03
H 0.01 -0.01 0.09
H -0.09 0.03 0.09
H -0.02 0.03 0.03
H -0.04 -0.06 -0.09

Calculated values
- Spin multiplicity: 1
- Orbital gap: 8.4 eV
- Lowest unoccupied orbital energy: 0.6 eV
- SMILES string: O=C(Cc1ccccc1)NCC(=O)N1CCN(c2ccccc2F)CC1

Atom charges from the Löwdin analysis, given in e for atoms 1 to 5: O 0.05; C -0.50; N 0.10; H 0.14; C -0.06



The records above give, respectively, E_tot values of -3739.33150, -5024.69220, -1948.33583, -1189.97199 hartree.
The records above give, respectively, energy relative to the best compared isomer or geometry (same formula, charge and spin) values of 31.9, 49.0, 77.6, 21.5 kcal per mole.